1.
The following is a DFT calculation (wB97M-V/def2-TZVPD) of C8H11F3N3NiO9P2S as an isolated structure.

Element x y z (Å)
Ni  -0.12325  0.09516  -0.37292
S  1.92891  -1.51244  2.09125
P  -2.88424  -0.72819  0.04598
P  -1.92457  -0.42887  -2.80979
F  -0.72835  -1.36054  5.69562
F  0.52125  -2.59510  4.46188
F  1.40948  -1.05608  5.69719
O  -2.90656  0.86053  -2.68935
O  -4.33839  -0.50349  0.28525
O  -0.57415  -0.08261  -2.24087
O  0.97669  -2.24125  -1.04249
O  -2.12654  -1.02067  -4.14535
O  1.65337  -0.19180  -0.82486
O  -2.22426  -1.81377  1.01277
O  3.00362  -1.69590  -1.54637
O  -1.98210  0.49961  -0.02905
N  0.14233  0.40835  1.52703
N  1.88842  -1.42460  -1.15432
N  -4.21864  -1.62021  -2.07926
C  -0.47231  1.52789  1.93858
C  -0.73400  1.83862  3.24720
C  -2.77236  -1.55903  -1.60059
C  0.70973  -0.45071  2.46257
C  -0.46039  0.84342  4.18778
C  -2.16859  -2.95304  -1.61392
C  0.18023  -0.30526  3.80285
C  0.36876  -1.34140  4.87793
H  -2.15592  -3.33664  -2.63682
H  -0.77050  0.96357  5.21806
H  -1.20784  2.77212  3.50864
H  -2.69586  1.33266  -1.86736
H  -0.78481  2.20295  1.15216
H  -1.98023  -1.47330  1.88491
H  -1.14012  -2.90548  -1.26223
H  -4.43807  -2.53960  -2.45188
H  -4.79429  -1.35958  -1.24784
H  -4.36685  -0.92083  -2.81113
H  -2.71945  -3.63140  -0.95771

Cartesian forces (eV/Å) of the 6 atoms listed first:
Ni 0.0 -0.1 0.0
S 0.0 -0.1 -0.1
P 0.0 0.0 0.0
P 0.0 0.0 0.0
F 0.0 0.0 0.0
F -0.1 0.0 0.0

As for the LUMO energy: 2.313 eV. The HOMO energy is -4.651 eV. As for the charge: -1. The orbital gap is 6.963 eV. The calculation puts the total energy at -109987.0710 eV.

2.
The following is a DFT calculation (wB97M-V/def2-TZVPD) of one molecule with the formula C8H11FN2.

Element x y z (Å)
F  -1.05013  -3.19614  -0.92594
N  -0.47722  -2.06191  1.06659
N  -0.97980  -1.88769  -0.16775
C  1.65062  1.27858  1.50898
C  0.61925  2.14355  1.74569
C  -0.58840  2.11084  1.06969
C  1.51863  0.34645  0.47682
C  -0.73121  1.15610  0.12350
C  -0.63271  -0.42370  -2.28111
C  0.31058  0.29080  -0.13340
C  0.06342  -0.86074  -1.04063
H  -1.15644  -2.54230  1.67180
H  -1.57729  1.19536  -0.53771
H  -1.36302  2.97683  1.34485
H  0.66038  3.00451  2.45507
H  -0.97017  -1.15027  -3.08295
H  2.25976  -0.25083  -0.01697
H  2.68383  1.52685  1.74486
H  0.08865  0.28579  -2.75436
H  -1.64031  0.19277  -2.17920
H  0.36052  -2.63056  1.11464
H  0.95105  -1.50429  -1.20246

Cartesian forces (eV/Å) of the 6 atoms listed first:
F 0.7 0.8 0.5
N -0.4 -1.4 0.6
N 0.5 2.3 -1.6
C 1.9 0.2 -1.6
C -0.6 2.0 1.8
C -1.1 2.3 1.4

As for the LUMO energy: 0.956 eV. As for the structure (SMILES): C[C@@H](c1ccccc1)N(N)F. The HOMO energy is -9.250 eV. The orbital gap is 10.206 eV. The calculation puts the total energy at -14168.1728 eV. As for the energy above the lowest of the compared OMol25 structures with the same formula, charge and spin: 0.3752 eV.

3.
The following is a DFT calculation (wB97M-V/def2-TZVPD) of C8H11IN3O as an isolated structure.

Element x y z (Å)
I  -4.48897  0.35019  0.30600
O  1.63987  2.16530  0.06788
N  -3.16864  -1.12955  0.58853
N  -0.36486  0.76839  0.09094
N  -3.39856  -2.22516  -0.14865
C  1.69440  -0.26336  0.58295
C  1.19067  0.91073  -0.19671
C  -0.02768  -1.30605  -0.62241
C  1.99956  2.59978  1.35926
C  1.13759  0.52677  -1.65638
C  0.98891  -1.37761  0.39854
C  0.42562  -0.57037  -1.91290
C  -0.94829  -0.30893  -0.03789
H  1.47656  2.11264  2.11389
H  -3.05570  -3.11201  0.13073
H  1.66770  1.19819  -2.26581
H  2.49131  -0.10781  1.24467
H  3.18893  2.51282  1.62125
H  0.12548  -0.95074  -2.83794
H  1.09398  -2.32230  0.95903
H  -0.66893  1.71403  0.38384
H  -4.20112  -2.41965  -0.74363
H  1.73620  3.57813  1.42066
H  -0.53401  -2.34343  -0.84586

Cartesian forces (eV/Å) of the 6 atoms listed first:
I -0.3 0.4 -0.3
O -0.2 -0.2 -1.2
N 0.8 -2.4 -1.0
N 0.6 4.7 1.9
N -0.7 1.5 0.3
C -0.6 -0.5 -0.2

As for the LUMO energy (spin up / spin down): -5.398 / -4.503 eV. The HOMO energy (spin up / spin down) is -11.879 / -12.579 eV. As for the charge: +1. The orbital gap (spin up / spin down) is 6.480 / 8.076 eV. The calculation puts the total energy at -23078.7817 eV. As for the energy above the lowest of the compared OMol25 structures with the same formula, charge and spin: 4.2924 eV.

4.
The following is a DFT calculation (wB97M-V/def2-TZVPD) of a 2-piece molecular cluster, C8H11N overall.

Element x y z (Å)
N  -1.48397  -0.36947  -0.20340
C  -1.38183  -1.69921  -0.76688
C  2.53756  -0.72243  -1.05959
C  -0.97241  1.67695  0.47707
C  -2.32953  1.42132  0.82222
C  2.91652  -0.13834  0.03867
C  -2.59226  0.16327  0.33020
C  -0.50711  0.55340  -0.10542
C  3.14563  0.59950  1.03185
H  3.81511  0.34426  1.90813
H  2.43583  1.43695  1.30767
H  -0.46036  2.59011  0.81196
H  0.50215  0.48061  -0.32776
H  3.05855  -0.38757  -1.96514
H  -3.60316  -0.38123  0.39338
H  -1.48786  -1.90188  -1.91400
H  -1.99511  -2.35523  -0.21823
H  -0.33174  -1.93220  -0.68794
H  1.72743  -1.45950  -1.23516
H  -2.99345  2.08068  1.36236

Cartesian forces (eV/Å) of the 6 atoms listed first:
N -0.2 -0.7 -1.1
C 1.6 0.4 -2.3
C 0.2 -0.1 -1.2
C -1.1 1.3 1.5
C 0.1 -0.2 -0.5
C -1.1 -1.6 -2.2

As for the LUMO energy: 0.908 eV. As for the structure (SMILES): Cn1cccc1.C=C=C. The HOMO energy is -8.163 eV. The orbital gap is 9.072 eV. The calculation puts the total energy at -9961.0896 eV. As for the energy above the lowest of the compared OMol25 structures with the same formula, charge and spin: 2.0345 eV.

5.
The following is a DFT calculation (wB97M-V/def2-TZVPD) of a 2-piece molecular cluster, C8H11N2O2 overall.

Element x y z (Å)
O  2.40946  -1.48171  -1.52306
O  1.10751  -1.89335  3.57725
N  0.66877  -0.41450  1.46256
N  -1.47420  0.35359  -0.94760
C  1.38338  -1.24790  0.70274
C  2.25152  -0.79847  -2.75387
C  1.37280  0.18076  -2.57183
C  0.11592  0.87165  0.98439
C  0.90092  0.12285  -1.27145
C  -2.42448  1.00322  -1.46640
C  -0.17535  0.96773  -0.54571
C  1.53348  -0.91347  -0.64618
H  -1.67794  -0.65244  -0.99562
H  -0.18449  1.96797  -0.84849
H  0.41166  -0.56968  2.43503
H  -0.70995  0.94563  1.69000
H  0.81067  1.56946  1.32340
H  -3.18556  0.72236  -2.13104
H  0.93369  0.84952  -3.28511
H  1.10206  -2.68904  4.15407
H  2.79503  -1.22730  -3.54543
H  1.64594  -2.01414  2.82250
H  -2.35246  2.08399  -1.45835

Cartesian forces (eV/Å) of the 6 atoms listed first:
O -0.6 0.5 -0.9
O -1.3 -0.2 2.5
N 0.5 -0.2 -3.2
N -1.6 -0.9 -0.5
C -0.3 -1.2 3.4
C 0.5 -1.6 2.9

As for the LUMO energy: -5.377 eV. The HOMO energy is -11.479 eV. As for the charge: +1. The orbital gap is 6.103 eV. The calculation puts the total energy at -15538.7480 eV. As for the energy above the lowest of the compared OMol25 structures with the same formula, charge and spin: 5.0033 eV.

6.
The following is a DFT calculation (wB97M-V/def2-TZVPD) of a 2-piece molecular cluster, C8H11N3O overall.

Element x y z (Å)
O  3.37584  2.11535  -0.91508
N  1.52701  2.92651  0.26599
N  1.48058  -4.67262  -1.19282
N  -1.39447  2.03127  1.16353
C  -1.12809  1.01167  0.57143
C  2.42295  2.53878  -0.38988
C  1.46518  -3.54431  -1.19445
C  -1.66362  3.21585  1.52694
C  -0.61847  -1.45251  0.40729
C  0.09127  -1.42733  -1.08127
C  -1.75338  -0.37882  0.71485
C  1.44212  -2.13294  -1.21945
H  -1.14864  -2.39417  0.56676
H  2.21791  -1.87941  -0.50100
H  -2.66500  -0.41502  0.08040
H  -0.64495  -1.97570  -1.73062
H  0.30738  -1.15111  1.07150
H  1.78366  -1.73871  -2.33352
H  -2.43909  3.74061  0.97005
H  0.10197  -0.39337  -1.39227
H  -2.12000  -0.63458  1.71017
H  -1.24639  3.67275  2.39424
H  0.60624  2.93779  0.50722

Cartesian forces (eV/Å) of the 6 atoms listed first:
O 0.3 0.2 -0.5
N 2.0 0.9 0.0
N 0.1 -2.7 0.1
N 0.0 -0.5 -0.1
C -0.6 -0.9 0.1
C 0.3 -0.9 0.1

As for the LUMO energy: 0.368 eV. The HOMO energy is -8.507 eV. The orbital gap is 8.875 eV. The calculation puts the total energy at -14988.2381 eV. As for the energy above the lowest of the compared OMol25 structures with the same formula, charge and spin: 3.2094 eV.

no.,strongest force on any atom (Eh/bohr)
1,0.006
2,0.069
3,0.100
4,0.099
5,0.075
6,0.079